ORCA calculation (ωB97M-V with the def2-TZVPD basis set) on C4H5N3OS2 in the gas phase in a non-equilibrium geometry.

The geometry in XYZ format:
```
15
Properties=species:S:1:pos:R:3:forces:R:3
C -0.0345 -0.3543 0.3208 0.66 -0.76 0.37
C 3.2270 0.0899 -0.1615 -1.73 1.61 -0.10
C -1.1905 -0.9644 -0.0022 -2.41 -1.46 0.33
C 0.3071 1.0508 0.2688 -1.10 0.59 -1.17
N 2.4702 0.9921 -0.3037 2.81 -2.49 -0.66
N 1.4045 1.6212 -0.0578 -2.45 2.68 1.04
N -2.3347 -0.4067 -0.5911 0.77 -2.90 1.41
O -1.3846 -2.3306 0.3271 1.58 0.84 -0.83
S 4.2374 -1.0480 0.0107 1.80 -1.80 0.19
S -1.0541 2.2540 0.3843 -0.32 -1.19 0.63
H 0.6603 -1.1084 0.7045 0.39 0.79 -0.12
H -2.1299 0.5064 -0.8784 -0.73 1.51 -0.42
H -3.2931 -0.7752 -0.3621 1.85 0.78 -0.44
H -0.5057 -2.8338 0.3509 -1.75 1.37 0.04
H -0.3794 3.3070 -0.0102 0.64 0.43 -0.27
```
Positions in Å, forces in eV/Å.

Values from the calculation:
HOMO energy (Ha): -0.30147
Strongest force on any atom (eV/A): 3.81
DFT total energy (eV): -32414.503
Frontier orbital gap (eV): 8.221
Structure (SMILES): N/C(O)=C\C(S)=N/N=C=S

Population analysis type Löwdin, resulting atomic charges in e:
1 C -0.082
2 C -0.811
3 C -0.385
4 C -0.586
5 N -0.003
6 N -0.043
7 N 0.125
8 O 0.009
9 S 0.700
10 S 0.817
11 H 0.111
12 H -0.002
13 H 0.145
14 H 0.143
15 H -0.139